Record 1
Computed, not measured: a cluster of 3 separate species, C5H15NO2 in total, with the ωB97M-V functional and the def2-TZVPD basis.

Calculated values
E_LUMO (eV): 0.7
Gap between HOMO and LUMO (eV): 10.697
Energy relative to the best compared isomer or geometry (same formula, charge and spin) (kJ/mol): 89.7
Calculated total energy (Ha): -404.720882
SMILES: C=NCCCC.O.O

The geometry in ORCA input format:
```
! wB97M-V def2-TZVPD RIJCOSX def2/J DEFGRID3
* xyz 0 1
C -1.93263 -0.37272 1.75691
C -1.15179 0.57171 0.84711
C 0.31585 0.73217 1.25286
C 1.15483 -0.53182 1.09830
C 2.23823 -0.94944 -0.91878
N 1.15552 -0.97118 -0.28448
H -2.98043 -0.44031 1.46454
H -1.53797 -1.38426 1.71185
H -1.90756 -0.04322 2.79717
H -1.22174 0.19265 -0.17728
H -1.63882 1.54750 0.86306
H 0.75970 1.52310 0.63912
H 0.35670 1.06659 2.29174
H 0.72602 -1.33132 1.70724
H 2.15760 -0.33749 1.45278
H 2.24062 -1.23217 -1.96549
H 3.20606 -0.66843 -0.48576
H -0.26666 -1.35604 -1.72304
H -0.45211 -0.35932 -2.86645
O -0.71730 -1.23992 -2.57674
H -0.41262 1.63825 -1.57817
H -0.23247 2.31986 -2.93870
O 0.14099 1.62581 -2.36779
*
```

=====

Record 2
Computed, not measured: a cluster of 3 separate species, C5H15NO2 in total at a distorted geometry, with the ωB97M-V functional and the def2-TZVPD basis.

Calculated values
E_LUMO (eV): 0.6
Gap between HOMO and LUMO (eV): 9.129
Energy relative to the best compared isomer or geometry (same formula, charge and spin) (kJ/mol): 123.1
Calculated total energy (Ha): -404.708162
SMILES: CN1CCCC1.O.O

The geometry in ORCA input format:
```
! wB97M-V def2-TZVPD RIJCOSX def2/J DEFGRID3
* xyz 0 1
C 0.30319 -0.92829 -0.29534
N -0.77004 0.07961 -0.05050
C -1.79365 -0.50529 0.81385
C -0.06014 1.33828 0.21477
C 1.15560 1.34863 -0.78049
C 1.36514 -0.17574 -1.10212
H -0.16616 -1.73734 -0.85713
H 0.69322 -1.32865 0.64958
H -1.40559 -0.69403 1.81957
H -1.96344 -1.49804 0.40848
H -2.67913 0.11886 0.79978
H 0.36395 1.29099 1.21412
H -0.79962 2.14805 0.25361
H 1.94832 1.65259 -0.10097
H 0.89979 1.95972 -1.62020
H 1.17000 -0.34443 -2.16253
H 2.41343 -0.44158 -0.96777
H -1.08609 0.67237 -1.61119
H -1.46946 0.81171 -3.15598
O -1.23816 1.32401 -2.38005
H 0.66835 -2.79825 3.13347
H 1.99961 -2.15063 3.38275
O 1.10876 -1.94039 3.08577
*
```

=====

Record 3
Computed, not measured: a cluster of 3 separate species, C5H15NO2 in total at a distorted geometry, with the ωB97M-V functional and the def2-TZVPD basis.

Calculated values
E_LUMO (eV): 0.5
Gap between HOMO and LUMO (eV): 7.826
Energy relative to the best compared isomer or geometry (same formula, charge and spin) (kJ/mol): 219.8
Calculated total energy (Ha): -404.671347
SMILES: C/C=C(\C)NC.O.O

The geometry in ORCA input format:
```
! wB97M-V def2-TZVPD RIJCOSX def2/J DEFGRID3
* xyz 0 1
C -0.78680 2.42853 -0.48338
N -0.64678 1.02431 -0.11844
C 0.48097 0.38799 0.41343
C 0.66940 -0.93388 0.33620
C 1.93956 -1.73124 0.49426
C 1.57668 1.29723 0.92019
H -1.05125 2.52301 -1.54278
H -1.44974 2.92001 0.20713
H 0.20007 2.89549 -0.59474
H -1.35843 0.46847 -0.54027
H -0.18616 -1.57981 0.33833
H 2.26694 -2.04160 -0.50861
H 2.71375 -1.04664 0.83802
H 1.87750 -2.56628 1.18440
H 2.16099 0.91779 1.75348
H 1.25235 2.28544 1.25299
H 2.16849 1.50581 0.03636
H -2.07027 -0.71894 -2.29181
H -1.04150 -1.62393 -3.00393
O -1.96688 -1.39010 -2.98644
H -2.21093 -1.21348 0.75558
H -2.47070 -2.33541 1.86789
O -2.06725 -1.47275 1.67213
*
```

=====

Record 4
Computed, not measured: a cluster of 4 separate species, C5H15NO2 in total at a distorted geometry, with the ωB97M-V functional and the def2-TZVPD basis.

Calculated values
E_LUMO (eV): -3.4
Gap between HOMO and LUMO (eV): 4.272
Energy relative to the best compared isomer or geometry (same formula, charge and spin) (kJ/mol): 660.1
Calculated total energy (Ha): -404.503655

The geometry in ORCA input format:
```
! wB97M-V def2-TZVPD RIJCOSX def2/J DEFGRID3
* xyz 0 1
C -0.24605 -0.39709 -1.50722
C 0.59017 -1.38344 -0.64367
C 1.88977 -0.72514 -0.28774
C 1.85119 0.39043 0.58248
C 2.86491 1.17652 1.08997
N -0.31030 -1.66165 0.47900
H -0.55236 0.43712 -0.88253
H -1.18889 -0.94507 -1.88970
H 0.27912 -0.05409 -2.38104
H 0.75088 -2.22362 -1.26309
H 2.83087 -1.20032 -0.54408
H -1.17944 3.50006 -1.06237
H 0.89858 0.63701 0.94464
H 2.66474 1.96705 1.75984
H 3.92661 0.91496 0.79606
H 0.05977 -2.38337 1.08738
H -1.33510 -1.64540 0.32884
H -2.35512 0.29957 0.69954
H -2.06904 1.19568 2.00585
O -1.91115 1.18719 1.04295
H -0.94780 2.93443 -0.59790
H -3.69088 -1.09327 0.16973
O -2.82047 -0.92755 0.07306
*
```

=====

Record 5
Computed, not measured: a cluster of 2 separate species, C5H15NO3 in total at a distorted geometry, with the ωB97M-V functional and the def2-TZVPD basis.

Calculated values
E_LUMO (eV): 0.9
Gap between HOMO and LUMO (eV): 9.615
Energy relative to the best compared isomer or geometry (same formula, charge and spin) (kJ/mol): 673.3
Calculated total energy (Ha): -479.755139
SMILES: CCC(C)(C)N.OOO

The geometry in ORCA input format:
```
! wB97M-V def2-TZVPD RIJCOSX def2/J DEFGRID3
* xyz 0 1
C -0.59094 -0.37430 0.69298
C 0.97368 0.59273 0.62469
C -0.19325 -1.80933 0.99509
C -1.37261 0.25123 1.83801
C 0.79674 1.94110 -0.06381
N -1.32864 -0.28517 -0.49321
H -1.70357 0.63587 -0.67541
H -0.87095 -0.63503 -1.32962
H 1.05777 0.76506 1.69952
H 1.97715 0.17320 0.49666
H -1.09185 -2.39046 1.20701
H 0.31320 -2.26931 0.14972
H 0.45234 -1.84950 1.86930
H -1.52421 1.31674 1.67258
H -0.85221 0.11883 2.78297
H -2.35006 -0.22694 1.90671
H 0.72684 1.83118 -1.14553
H -0.13163 2.42789 0.24122
H 1.61385 2.62204 0.17752
O 1.34924 -0.18997 -2.85172
O -0.03230 -0.22894 -3.26995
O 1.51945 -1.02632 -1.75415
H 1.30880 -0.43681 -0.85643
H -0.04683 -0.95379 -3.91416
*
```

=====

Record 6
Computed, not measured: a cluster of 2 separate species, C5H15NOS in total at a distorted geometry, with the ωB97M-V functional and the def2-TZVPD basis.

Calculated values
E_LUMO (eV): 0.6
Gap between HOMO and LUMO (eV): 9.006
Energy relative to the best compared isomer or geometry (same formula, charge and spin) (kJ/mol): 212.6
Calculated total energy (Ha): -727.604729
SMILES: CNCCCCS.O

The geometry in ORCA input format:
```
! wB97M-V def2-TZVPD RIJCOSX def2/J DEFGRID3
* xyz 0 1
C 0.16018 1.06735 -0.65215
C -0.23762 -0.28917 -1.19146
C -1.64265 -0.75123 -0.71117
S -1.40111 -2.36207 0.35400
C 1.03911 1.00144 0.61113
N 2.43683 1.10520 0.17377
C 3.19132 0.09301 -0.70436
H 0.75734 1.57501 -1.36867
H -0.77848 1.65829 -0.55964
H -0.21289 -0.27853 -2.30447
H 0.58234 -1.02720 -0.99067
H -2.41746 -0.92011 -1.36613
H -2.15376 -0.02852 -0.05944
H -0.60841 -1.69868 1.25282
H 1.03869 -0.02381 1.11062
H 0.89918 1.81988 1.23919
H 2.63347 2.05412 -0.17871
H 2.72981 0.03165 -1.66876
H 4.14752 0.43694 -0.97285
H 3.07866 -0.71977 -0.02500
H -1.04608 2.17858 1.75263
H -2.52381 1.72610 2.08556
O -1.97853 2.06804 1.38265
*
```

=====

Record 7
Computed, not measured: a cluster of 2 separate species, C5H15NS in total at a distorted geometry, with the ωB97M-V functional and the def2-TZVPD basis.

Calculated values
E_LUMO (eV): 0.8
Gap between HOMO and LUMO (eV): 8.742
Energy relative to the best compared isomer or geometry (same formula, charge and spin) (kJ/mol): 269.4
Calculated total energy (Ha): -652.329823
SMILES: CCNC.CCS

The geometry in ORCA input format:
```
! wB97M-V def2-TZVPD RIJCOSX def2/J DEFGRID3
* xyz 0 1
C -2.92568 0.26198 0.87174
C -2.47121 0.56649 -0.54513
N -1.20667 1.31072 -0.60033
C -0.58760 1.25519 -1.92496
H -3.22405 1.17271 1.39337
H -3.75745 -0.43815 0.90502
H -2.09844 -0.15339 1.46087
H -2.42085 -0.31150 -1.18313
H -3.23533 1.21196 -1.00820
H -0.59948 -0.01323 0.68044
H -1.27402 2.28047 -0.31901
H -0.26508 0.23046 -2.11705
H 0.25968 1.93311 -1.94588
H -1.32999 1.55005 -2.67595
C 2.97352 -1.34906 -0.52576
C 2.51447 -0.88809 0.86722
S 0.77687 -0.62694 1.12528
H 2.90242 -0.53772 -1.25097
H 2.40213 -2.20966 -0.88006
H 4.01645 -1.67537 -0.47181
H 3.19203 -0.06884 1.12588
H 2.76908 -1.71681 1.52796
*
```

=====

Record 8
Computed, not measured: the molecule C5H15NSi at a distorted geometry, with the ωB97M-V functional and the def2-TZVPD basis.

Calculated values
E_LUMO (eV): 0.9
Gap between HOMO and LUMO (eV): 9.586
Energy relative to the best compared isomer or geometry (same formula, charge and spin) (kJ/mol): 227.4
Calculated total energy (Ha): -543.668846
SMILES: CN([SiH3])C(C)(C)C

The geometry in ORCA input format:
```
! wB97M-V def2-TZVPD RIJCOSX def2/J DEFGRID3
* xyz 0 1
C -1.74350 -0.57212 -0.77067
C -0.86159 0.54142 1.33162
C -0.55338 1.63641 -0.75571
C 0.72755 -1.90546 -0.04732
C -0.61404 0.26728 -0.19220
N 0.94793 -0.52944 -0.45659
Si 2.38589 0.28122 0.12463
H -1.48801 -1.21883 -1.58454
H -2.15350 -1.18301 0.05498
H -2.28379 0.22848 -1.26271
H -0.32205 1.39485 1.65316
H -0.65357 -0.23478 1.95145
H -1.94552 0.77502 1.37668
H 0.43928 1.98249 -0.93573
H -0.98819 1.61695 -1.75603
H -1.13567 2.31343 -0.19997
H 0.58580 -2.63995 -0.77555
H 1.53826 -2.29822 0.58190
H -0.13921 -2.08307 0.67258
H 3.06378 -0.48762 1.27266
H 3.26421 0.51427 -1.01567
H 1.92932 1.60068 0.73303
*
```